# 1
C46H49IN7O16PSi2 as an isolated structure at a distorted geometry, computed with the ωB97M-V functional and the def2-TZVPD basis.

CARTESIAN COORDINATES (ANGSTROEM)
1 C -1.134 -6.030 1.865
2 C -1.504 -5.680 0.443
3 I -2.078 -7.560 -0.512
4 C -2.658 -4.667 0.272
5 Si -3.446 -4.009 1.840
6 O -2.335 -3.274 2.857
7 Si -1.732 -1.796 2.354
8 P 0.402 -1.927 1.644
9 C 0.322 -2.076 -0.192
10 O 1.033 -3.398 2.117
11 H -0.797 -5.163 2.420
12 H -1.939 -6.533 2.381
13 H -0.307 -6.730 1.849
14 H -0.626 -5.367 -0.102
15 H -2.297 -3.834 -0.326
16 H -3.454 -5.110 -0.310
17 H -4.417 -2.961 1.458
18 H -4.186 -5.026 2.606
19 H -2.534 -1.340 1.192
20 H -1.778 -0.843 3.471
21 H -0.365 -1.325 -0.560
22 H -0.019 -3.063 -0.484
23 H 1.312 -1.902 -0.586
24 H 0.942 -4.059 1.413
25 C -7.142 0.812 3.823
26 C -7.491 1.445 2.639
27 C -7.579 0.718 1.463
28 C -7.308 -0.639 1.493
29 C -6.938 -1.284 2.659
30 C -6.860 -0.548 3.832
31 N -7.414 -1.412 0.246
32 O -7.723 -0.810 -0.764
33 O -7.184 -2.605 0.296
34 H -7.078 1.384 4.739
35 H -7.687 2.508 2.631
36 H -7.850 1.203 0.538
37 H -6.713 -2.339 2.665
38 H -6.573 -1.037 4.752
39 C -3.541 6.168 0.930
40 C -4.597 6.456 0.073
41 C -5.902 6.202 0.463
42 C -6.126 5.660 1.715
43 C -5.091 5.366 2.583
44 C -3.792 5.624 2.182
45 N -7.503 5.372 2.141
46 O -8.404 5.597 1.359
47 O -7.650 4.902 3.255
48 H -2.521 6.357 0.621
49 H -4.402 6.880 -0.903
50 H -6.726 6.419 -0.199
51 H -5.292 4.940 3.554
52 H -2.971 5.397 2.848
53 C -0.535 3.281 -3.716
54 C 0.419 4.223 -4.076
55 C 0.605 5.355 -3.301
56 C -0.172 5.521 -2.169
57 C -1.129 4.595 -1.795
58 C -1.309 3.469 -2.579
59 N 0.037 6.713 -1.338
60 O 0.879 7.515 -1.695
61 O -0.627 6.833 -0.326
62 H -0.675 2.397 -4.323
63 H 1.019 4.076 -4.963
64 H 1.343 6.093 -3.576
65 H -1.726 4.743 -0.908
66 H -2.053 2.736 -2.300
67 C 5.350 -0.431 3.971
68 C 4.299 -0.919 3.205
69 C 3.915 -0.253 2.056
70 C 4.592 0.894 1.692
71 C 5.638 1.400 2.442
72 C 6.016 0.727 3.591
73 N 4.194 1.586 0.461
74 O 3.279 1.117 -0.190
75 O 4.815 2.584 0.144
76 H 5.653 -0.956 4.867
77 H 3.778 -1.819 3.501
78 H 3.099 -0.628 1.462
79 H 6.156 2.296 2.136
80 H 6.834 1.105 4.187
81 C 6.584 -0.133 -4.447
82 C 7.945 -0.409 -4.435
83 C 8.687 -0.203 -3.284
84 C 8.046 0.278 -2.158
85 C 6.695 0.563 -2.152
86 C 5.961 0.356 -3.307
87 N 8.819 0.482 -0.923
88 O 10.009 0.244 -0.957
89 O 8.217 0.874 0.060
90 H 6.009 -0.299 -5.347
91 H 8.430 -0.788 -5.324
92 H 9.745 -0.415 -3.266
93 H 6.218 0.946 -1.264
94 H 4.902 0.577 -3.315
95 C -2.159 -10.207 -3.565
96 C -1.017 -10.664 -2.922
97 C -0.223 -11.629 -3.521
98 C -0.590 -12.118 -4.760
99 C -1.726 -11.680 -5.413
100 C -2.515 -10.717 -4.806
101 N 0.260 -13.130 -5.407
102 O 1.242 -13.512 -4.801
103 O -0.072 -13.522 -6.509
104 H -2.775 -9.449 -3.098
105 H -0.742 -10.266 -1.955
106 H 0.667 -11.990 -3.029
107 H -1.993 -12.080 -6.379
108 H -3.406 -10.362 -5.304
109 C 3.771 5.670 0.694
110 C 3.140 6.869 0.390
111 C 3.236 7.943 1.260
112 C 3.969 7.798 2.421
113 C 4.602 6.612 2.743
114 C 4.499 5.541 1.871
115 N 4.087 8.940 3.340
116 O 3.503 9.965 3.045
117 O 4.760 8.791 4.342
118 H 3.698 4.831 0.014
119 H 2.574 6.972 -0.523
120 H 2.745 8.877 1.031
121 H 5.168 6.522 3.658
122 H 4.988 4.607 2.105

As for the spin multiplicity: 1. The calculation puts the HOMO energy at -8.774 eV. For the frontier orbital gap, the calculation gives 7.70 eV. Its net charge is 0.

# 2
C46H49LaN8OSiTe as an isolated structure at a distorted geometry, computed with the ωB97M-V functional and the def2-TZVPD basis.

CARTESIAN COORDINATES (ANGSTROEM)
1 La 0.412 -1.386 2.006
2 N -1.045 1.204 5.750
3 C -1.047 0.362 4.556
4 N 0.166 0.410 3.817
5 C 1.193 1.164 4.192
6 N 2.245 1.292 3.361
7 N 2.157 0.524 2.281
8 C 2.982 0.895 1.268
9 C 2.817 0.278 0.038
10 C 3.733 0.507 -1.107
11 C 3.611 -0.237 -2.293
12 C 2.591 -1.261 -2.355
13 C 1.768 -1.418 -1.200
14 N 1.882 -0.705 -0.103
15 C 1.272 1.827 5.490
16 C 2.318 2.623 5.877
17 C 2.269 3.239 7.120
18 C 1.181 3.133 7.979
19 C 0.058 2.426 7.591
20 C 0.102 1.792 6.331
21 H -1.951 1.396 6.238
22 H -1.230 -0.694 4.852
23 H 3.783 1.617 1.420
24 H 4.619 1.235 -1.044
25 H 4.110 0.091 -3.197
26 H 2.496 -1.968 -3.157
27 H 1.108 -2.294 -1.161
28 H 3.127 2.716 5.140
29 H 3.090 3.983 7.378
30 H 1.227 3.677 8.925
31 H -0.841 2.419 8.218
32 C -2.432 -3.638 -0.026
33 C -1.313 -4.366 0.681
34 C -1.185 -5.719 0.470
35 C 0.005 -6.380 0.838
36 C 0.908 -5.712 1.634
37 C 0.723 -4.334 1.929
38 N -0.367 -3.662 1.367
39 N 1.564 -3.534 2.581
40 Si 3.072 -3.901 3.350
41 C 4.485 -3.931 2.071
42 C 3.360 -2.378 4.353
43 C 3.051 -5.513 4.411
44 H -3.413 -4.041 0.270
45 H -2.428 -3.824 -1.087
46 H -2.406 -2.556 0.251
47 H -2.086 -6.238 0.116
48 H 0.336 -7.340 0.548
49 H 1.854 -6.149 1.943
50 H 4.045 -3.703 1.112
51 H 4.865 -4.982 2.018
52 H 5.355 -3.293 2.259
53 H 3.686 -2.622 5.361
54 H 2.437 -1.775 4.515
55 H 4.159 -1.674 3.890
56 H 2.157 -5.545 5.057
57 H 3.913 -5.605 5.059
58 H 3.121 -6.375 3.752
59 C 1.006 6.603 -7.197
60 C 0.635 5.532 -6.216
61 C -0.679 5.097 -6.173
62 C -1.141 4.263 -5.180
63 C -2.610 3.802 -5.147
64 C -0.174 3.692 -4.280
65 Te -0.602 2.034 -2.955
66 N -1.811 -1.088 2.250
67 C -2.600 -0.289 2.772
68 O -2.208 0.632 3.762
69 C -4.062 -0.073 2.389
70 C -4.812 -1.089 1.756
71 C -6.170 -0.925 1.439
72 C -6.784 0.300 1.736
73 C -6.083 1.309 2.370
74 C -4.749 1.070 2.729
75 C -1.644 0.566 -4.251
76 C -3.014 0.455 -4.096
77 C -3.679 -0.497 -4.912
78 C -3.011 -1.311 -5.859
79 C -1.659 -1.257 -5.945
80 C -0.932 -0.370 -5.128
81 C 0.540 -0.207 -5.366
82 C 1.177 4.101 -4.303
83 C 2.292 3.411 -3.600
84 C 1.532 5.046 -5.269
85 H 0.696 6.321 -8.226
86 H 2.105 6.746 -7.217
87 H 0.540 7.568 -6.962
88 H -1.394 5.425 -6.937
89 H -3.080 4.464 -5.875
90 H -3.127 3.718 -4.177
91 H -2.697 2.864 -5.689
92 H -4.323 -1.994 1.448
93 H -6.808 -1.697 0.946
94 H -7.868 0.456 1.568
95 H -6.566 2.260 2.660
96 H -4.195 1.870 3.256
97 H -3.549 1.236 -3.495
98 H -4.756 -0.593 -4.838
99 H -3.621 -2.015 -6.394
100 H -1.070 -1.987 -6.563
101 H 0.891 -0.281 -6.387
102 H 1.030 -1.094 -4.929
103 H 0.973 0.706 -4.828
104 H 2.552 2.409 -3.991
105 H 2.107 3.354 -2.572
106 H 3.171 4.011 -3.691
107 H 2.563 5.388 -5.364

As for the spin multiplicity: 2. The expectation value of S² is 0.8393. The calculation puts the HOMO energy (alpha / beta) at -9.654 / -9.652 eV. For the frontier orbital gap (alpha / beta), the calculation gives 5.03 / 3.74 eV. Its net charge is +1. The relative energy (zero: lowest compared OMol25 entry of this formula, charge and spin) comes out at 4.524 eV.

# 3
C46H50AsBrCl2F7N3O7PRbS2 as an isolated structure at a distorted geometry, computed with the ωB97M-V functional and the def2-TZVPD basis.

CARTESIAN COORDINATES (ANGSTROEM)
1 Rb 0.758 -0.358 0.038
2 Br 2.463 5.190 5.766
3 C 2.371 3.995 4.282
4 C 2.757 4.446 3.022
5 C 2.691 3.580 1.968
6 C 2.224 2.236 2.079
7 O 2.109 1.491 1.047
8 C 1.922 1.784 3.416
9 C 1.623 0.435 3.801
10 N 1.498 -0.587 3.055
11 C 1.471 -1.861 3.522
12 C 2.421 -2.342 4.412
13 C 2.488 -3.697 4.741
14 C 1.619 -4.606 4.197
15 C 0.613 -4.164 3.317
16 C -0.333 -5.027 2.727
17 C -1.283 -4.511 1.890
18 C -1.312 -3.121 1.669
19 N -0.460 -2.297 2.210
20 C 0.513 -2.781 2.992
21 C 1.984 2.700 4.480
22 H 3.088 5.465 2.881
23 H 2.968 3.909 0.983
24 H 1.499 0.314 4.893
25 H 3.151 -1.658 4.821
26 H 3.247 -4.028 5.436
27 H 1.693 -5.659 4.432
28 H -0.297 -6.088 2.949
29 H -2.022 -5.148 1.426
30 H -2.074 -2.665 1.056
31 H 1.726 2.358 5.476
32 F 2.449 2.837 -3.701
33 C 3.373 2.388 -2.816
34 F 3.783 1.197 -3.317
35 F 4.424 3.225 -2.938
36 S 2.625 2.098 -1.048
37 O 1.733 1.079 -1.505
38 O 2.169 3.427 -0.819
39 N 4.072 1.701 -0.512
40 S 4.354 0.196 -0.300
41 O 3.257 -0.724 -0.406
42 O 5.555 -0.245 -0.949
43 C 4.877 0.036 1.534
44 F 4.143 -0.876 2.180
45 F 4.845 1.163 2.250
46 F 6.148 -0.406 1.617
47 O -3.389 -0.511 1.740
48 H -2.857 -0.166 2.460
49 H -2.864 -0.260 0.957
50 O 2.280 -1.595 -2.910
51 H 2.013 -0.749 -3.281
52 H 2.618 -1.334 -2.042
53 F -1.579 0.148 -0.162
54 Cl 1.963 -3.165 0.333
55 C 3.424 -3.591 -0.539
56 Cl 4.061 -5.140 0.010
57 H 4.179 -2.827 -0.359
58 H 3.188 -3.675 -1.599
59 C 0.614 7.067 0.601
60 C 0.463 6.509 -0.658
61 C 0.068 5.192 -0.788
62 C -0.194 4.402 0.324
63 C -0.039 4.977 1.575
64 C 0.358 6.295 1.720
65 As -0.637 2.485 0.062
66 C -1.886 2.590 1.568
67 C -1.630 2.240 2.883
68 C -2.571 2.482 3.872
69 C -3.778 3.078 3.544
70 C -4.059 3.410 2.231
71 C -3.124 3.160 1.234
72 C -3.298 3.410 -0.193
73 C -4.434 3.927 -0.805
74 C -4.482 4.059 -2.182
75 C -3.399 3.679 -2.959
76 C -2.254 3.184 -2.354
77 C -2.191 3.052 -0.978
78 H 0.941 8.095 0.707
79 H 0.661 7.108 -1.541
80 H -0.012 4.755 -1.776
81 H -0.218 4.384 2.465
82 H 0.480 6.720 2.711
83 H -0.686 1.766 3.131
84 H -2.362 2.210 4.899
85 H -4.509 3.276 4.318
86 H -5.010 3.866 1.986
87 H -5.292 4.225 -0.216
88 H -5.373 4.455 -2.657
89 H -3.452 3.770 -4.037
90 H -1.400 2.885 -2.952
91 C -3.213 -4.747 -3.437
92 C -3.006 -3.446 -2.671
93 C -3.663 -3.519 -1.294
94 P -1.249 -2.762 -2.391
95 C -1.055 -1.700 -3.937
96 C -1.728 -2.156 -5.233
97 C -1.539 -0.293 -3.574
98 C 0.030 -4.136 -2.701
99 C 0.185 -4.831 -4.050
100 C -0.041 -5.159 -1.569
101 H -4.276 -4.999 -3.447
102 H -2.685 -5.568 -2.963
103 H -2.886 -4.660 -4.469
104 H -3.514 -2.649 -3.220
105 H -3.198 -4.282 -0.675
106 H -4.727 -3.748 -1.380
107 H -3.553 -2.561 -0.791
108 H 0.028 -1.654 -4.096
109 H -2.810 -2.085 -5.157
110 H -1.470 -3.175 -5.510
111 H -1.414 -1.495 -6.041
112 H -2.621 -0.272 -3.450
113 H -1.272 0.417 -4.357
114 H -1.100 0.038 -2.632
115 H 0.944 -3.546 -2.556
116 H -0.658 -5.477 -4.284
117 H 1.086 -5.447 -4.020
118 H 0.311 -4.104 -4.847
119 H -0.847 -5.875 -1.728
120 H -0.209 -4.655 -0.621
121 H 0.896 -5.709 -1.498

As for the spin multiplicity: 1. The calculation puts the HOMO energy at -2.937 eV. For the frontier orbital gap, the calculation gives 6.47 eV. Its net charge is -2. The relative energy (zero: lowest compared OMol25 entry of this formula, charge and spin) comes out at 2.871 eV.

# 4
C46H50Cl2F2N9O3S2SiYb as an isolated structure at a distorted geometry, computed with the ωB97M-V functional and the def2-TZVPD basis.

CARTESIAN COORDINATES (ANGSTROEM)
1 Yb -14.656 -15.968 6.887
2 C -15.088 -12.334 11.888
3 C -15.537 -12.711 10.544
4 N -14.938 -13.698 9.880
5 N -14.180 -14.407 10.681
6 C -13.503 -15.370 10.083
7 O -13.531 -15.675 8.862
8 C -12.576 -16.114 11.006
9 C -12.946 -16.460 12.306
10 C -12.135 -17.319 13.055
11 C -10.976 -17.849 12.455
12 C -10.509 -17.292 11.252
13 C -11.370 -16.519 10.470
14 C -16.540 -11.860 9.910
15 C -16.934 -10.670 10.595
16 C -18.038 -9.991 10.155
17 C -18.715 -10.446 9.034
18 C -18.198 -11.543 8.366
19 N -17.079 -12.182 8.706
20 H -14.069 -11.954 11.845
21 H -15.694 -11.646 12.462
22 H -14.972 -13.174 12.605
23 H -13.881 -16.133 12.726
24 H -12.451 -17.669 14.035
25 H -10.394 -18.659 12.905
26 H -9.492 -17.525 10.870
27 H -11.110 -16.256 9.466
28 H -16.314 -10.285 11.419
29 H -18.442 -9.161 10.728
30 H -19.596 -9.952 8.656
31 H -18.676 -11.885 7.427
32 F -17.046 -17.662 12.134
33 C -17.294 -17.366 10.840
34 C -16.198 -17.219 9.968
35 C -16.372 -16.855 8.658
36 C -17.677 -16.738 8.099
37 C -18.708 -16.951 9.046
38 F -19.932 -17.283 8.587
39 C -18.567 -17.148 10.409
40 C -17.809 -16.380 6.651
41 C -19.003 -15.940 6.076
42 C -19.031 -15.589 4.721
43 C -17.878 -15.685 3.929
44 C -16.772 -16.262 4.550
45 N -16.731 -16.555 5.857
46 H -15.225 -17.496 10.316
47 H -19.419 -17.284 11.062
48 H -19.920 -15.969 6.696
49 H -19.974 -15.243 4.322
50 H -17.792 -15.405 2.881
51 H -15.880 -16.545 3.991
52 N -5.581 -11.977 5.402
53 C -6.822 -12.586 5.290
54 C -8.044 -11.899 5.542
55 C -9.267 -12.522 5.270
56 C -9.240 -13.850 4.856
57 C -8.048 -14.550 4.587
58 C -6.845 -13.949 4.821
59 S -10.770 -14.814 4.459
60 O -11.199 -14.471 3.134
61 O -10.274 -16.144 4.722
62 N -11.940 -14.600 5.577
63 C -12.671 -13.451 5.621
64 N -12.261 -12.234 5.219
65 C -13.052 -11.160 5.391
66 C -14.321 -11.295 5.960
67 C -14.723 -12.565 6.263
68 N -13.937 -13.635 6.086
69 H -5.420 -11.326 6.194
70 H -4.895 -12.711 5.365
71 H -8.014 -10.925 5.998
72 H -10.211 -12.089 5.476
73 H -8.011 -15.606 4.270
74 H -5.869 -14.458 4.710
75 H -12.632 -10.259 5.011
76 H -15.017 -10.482 6.045
77 H -15.701 -12.708 6.730
78 Cl -16.459 -22.992 5.484
79 C -16.531 -21.940 6.878
80 Cl -15.858 -20.344 6.602
81 H -15.934 -22.465 7.685
82 H -17.586 -21.791 7.167
83 S -13.346 -18.148 3.279
84 C -13.548 -18.016 4.894
85 N -13.587 -17.886 6.076
86 C -10.312 -19.726 5.173
87 Si -9.870 -19.961 6.934
88 C -10.393 -21.577 7.872
89 C -11.646 -22.213 7.297
90 C -9.192 -22.491 7.707
91 C -10.655 -21.349 9.383
92 C -8.299 -18.864 7.424
93 C -7.062 -19.228 6.564
94 C -7.924 -18.861 8.914
95 C -8.697 -17.367 7.208
96 H -9.504 -20.075 4.528
97 H -10.500 -18.644 4.998
98 H -11.201 -20.302 4.930
99 H -11.541 -22.490 6.235
100 H -12.526 -21.581 7.457
101 H -11.856 -23.182 7.812
102 H -9.029 -22.676 6.621
103 H -9.391 -23.449 8.230
104 H -8.267 -22.128 8.102
105 H -11.542 -20.733 9.570
106 H -9.798 -20.959 9.916
107 H -10.862 -22.331 9.804
108 H -6.768 -20.283 6.663
109 H -6.182 -18.601 6.826
110 H -7.300 -19.133 5.506
111 H -7.634 -19.857 9.272
112 H -8.801 -18.526 9.479
113 H -7.074 -18.208 9.060
114 H -9.120 -17.169 6.201
115 H -7.842 -16.748 7.476
116 H -9.494 -17.083 7.954

As for the spin multiplicity: 2. The expectation value of S² is 0.7524. The calculation puts the HOMO energy (alpha / beta) at -1.089 / -1.089 eV. For the frontier orbital gap (alpha / beta), the calculation gives 4.98 / 4.98 eV. Its net charge is -2. The relative energy (zero: lowest compared OMol25 entry of this formula, charge and spin) comes out at 0.326 eV.

no.,E_tot (eV)
1,-124815.39847
2,-78490.34863
3,-273882.21956
4,-159624.47791